Record 1
C5H11NO in the gas phase at a distorted geometry, computed with ωB97M-V with the def2-TZVPD basis set.

Last column: Mulliken charge in e.
Cartesian coordinates (Å):
C -2.21 -0.75 -0.55  -1.126
C -1.59 -0.01 0.61  -0.130
C -0.22 -0.63 0.95  -0.869
C 0.79 -0.43 -0.18  0.540
N 1.08 0.88 -0.55  -0.232
C 0.98 2.01 0.35  -0.917
O 1.46 -1.34 -0.62  -0.629
H -3.30 -0.77 -0.55  0.351
H -1.90 -0.19 -1.43  0.311
H -1.86 -1.77 -0.56  0.291
H -2.16 -0.04 1.55  0.328
H -1.44 1.04 0.40  0.137
H 0.29 -0.31 1.85  0.409
H -0.35 -1.71 1.02  0.294
H 1.96 0.80 -1.04  0.303
H 0.01 2.49 0.27  0.271
H 1.21 1.80 1.39  0.292
H 1.69 2.74 -0.03  0.376

Properties
Structure (SMILES): CCCC(=O)NC
Frontier orbital gap: 10.368 eV

=====

Record 2
C5H11NO in the gas phase at a distorted geometry, computed with ωB97M-V with the def2-TZVPD basis set.

Last column: Mulliken charge in e.
Cartesian coordinates (Å):
C -1.03 -1.08 -2.04  -1.378
C -0.82 -0.81 -0.57  0.221
C 0.21 -1.56 0.16  -0.452
N 0.38 -0.13 0.00  -0.340
C 0.07 0.62 1.24  -0.409
C 0.70 1.99 1.09  -0.551
O 2.06 1.82 0.80  -0.550
H -1.67 -0.31 -2.49  0.329
H -1.53 -2.04 -2.20  0.311
H -0.07 -1.11 -2.56  0.342
H -1.64 -0.31 -0.09  0.288
H 0.89 -2.11 -0.49  0.228
H 0.11 -1.96 1.17  0.275
H -1.02 0.69 1.46  0.359
H 0.52 0.10 2.10  0.327
H 0.17 2.52 0.28  0.247
H 0.61 2.59 2.00  0.348
H 2.06 1.10 0.13  0.404

Properties
Structure (SMILES): C[C@H]1CN1CCO
Frontier orbital gap: 10.509 eV

=====

Record 3
2 unconnected molecules or ions with the total composition C5H11NO at a distorted geometry, computed with ωB97M-V with the def2-TZVPD basis set.

Last column: Mulliken charge in e.
Cartesian coordinates (Å):
N -1.41 1.95 0.11  -0.332
C -1.17 0.72 -0.41  0.418
C -2.11 -0.11 -0.97  -1.118
C 2.65 1.02 -1.33  -1.066
C 1.35 1.15 -0.53  -0.095
C 0.25 0.41 -0.74  -0.171
H -2.30 2.42 -0.05  0.244
H -0.63 2.37 0.59  0.160
H -3.09 -0.22 -0.58  0.370
H -1.94 -0.19 -2.03  0.258
H 3.53 0.74 -0.75  0.294
H 2.43 0.24 -2.08  0.281
H 2.78 1.78 -2.11  0.295
H 1.33 1.85 0.32  0.205
H 0.38 -0.48 -1.39  0.261
H 0.16 -3.49 2.45  0.322
H 0.70 -4.84 3.02  0.321
O 0.11 -4.10 3.18  -0.644

Properties
Structure (SMILES): C=C(N)/C=C/C.O
Frontier orbital gap: 8.088 eV

=====

The following energy relative to the best compared isomer or geometry (same formula, charge and spin) values (in kJ/mol) correspond, in order, to the records above: 64.8, 230.7, 337.1.
The following HOMO energy values (in eV) correspond, in order, to the records above: -9.46, -9.40, -7.47.
The following E_LUMO values (in eV) correspond, in order, to the records above: 0.90, 1.11, 0.62.